Molecular formula: C5H37N2O13
Method: DFT, ωB97M-V/def2-TZVPD

max |F|: 0.061 Eh/bohr
charge: +1
HOMO-LUMO gap: 9.67 eV
E_tot: -35377.700 eV
E_LUMO: -2.330 eV

Last column: natural (NBO) charge in e.
Element x y z (Å)
N 1.618 1.637 0.423  -0.685
C 0.640 1.077 1.423  -0.145
C 1.301 -0.212 1.951  -0.660
C -0.601 0.841 0.643  0.667
N -1.759 0.613 1.277  -0.593
C -2.096 0.393 2.705  -0.216
C -3.003 -0.811 2.927  -0.665
O -0.553 0.723 -0.579  -0.691
H 1.118 2.347 -0.133  0.480
H 2.364 2.078 0.933  0.451
H 1.929 0.903 -0.230  0.469
H 0.395 1.875 2.161  0.239
H 0.541 -0.825 2.425  0.252
H 2.017 0.093 2.698  0.245
H 1.766 -0.947 1.312  0.257
H -2.637 0.275 0.780  0.426
H -1.181 0.474 3.309  0.200
H -2.712 1.216 3.098  0.204
H -2.393 -1.429 3.595  0.232
H -3.103 -1.561 2.123  0.249
H -3.898 -0.682 3.487  0.221
H 0.839 -5.287 -1.646  0.495
H -0.362 -4.604 -2.430  0.501
O 0.067 -4.697 -1.580  -0.972
H 0.439 4.125 -2.232  0.476
H -0.243 3.113 -1.257  0.503
O 0.597 3.279 -1.781  -1.012
H 1.240 -2.510 -1.906  0.471
H 0.887 -1.068 -1.757  0.482
O 1.564 -1.700 -1.494  -0.953
H 3.073 -2.108 4.558  0.479
H 3.426 -2.310 3.048  0.477
O 3.314 -1.647 3.752  -0.952
H 1.610 1.378 -5.452  0.466
H 0.774 0.208 -5.236  0.470
O 1.709 0.459 -5.159  -0.934
H 3.602 4.014 -0.971  0.477
H 3.144 2.664 -1.605  0.499
O 3.410 3.102 -0.738  -0.999
H -4.838 -0.973 -1.477  0.477
H -4.275 -1.731 -0.456  0.482
O -3.946 -1.113 -1.123  -0.951
H -2.080 4.208 -0.711  0.485
H -2.106 2.664 -0.406  0.518
O -1.553 3.508 -0.297  -0.993
H -0.860 -1.867 0.369  0.470
H -0.467 -2.727 1.456  0.498
O -1.142 -2.037 1.276  -0.978
H 2.364 1.575 -3.091  0.503
H 3.087 0.495 -2.340  0.496
O 2.413 1.191 -2.199  -0.962
H -3.036 0.745 -1.621  0.508
H -2.396 1.872 -2.261  0.481
O -2.888 1.702 -1.450  -0.946
H 0.750 -3.937 -0.139  0.498
H 1.084 -4.426 1.292  0.475
O 1.044 -3.638 0.739  -0.975

***

Molecular formula: C28H22F4N3O2
Method: DFT, ωB97M-V/def2-TZVPD

max |F|: 0.072 Eh/bohr
charge: +1
HOMO-LUMO gap: 7.96 eV
E_tot: -48818.462 eV
E_LUMO: -4.068 eV

Last column: natural (NBO) charge in e.
Element x y z (Å)
F 3.256 -1.211 -3.722  -0.323
C 2.927 0.072 -3.334  0.437
C 3.966 0.984 -3.151  -0.352
C 3.593 2.238 -2.677  0.426
F 4.602 3.116 -2.322  -0.319
C 2.268 2.585 -2.441  -0.304
C 1.234 1.629 -2.577  0.035
C -0.118 1.922 -1.933  -0.435
C -1.503 1.591 -2.456  0.024
C -2.542 2.501 -2.152  -0.298
C -3.868 2.175 -2.423  0.432
F -4.858 3.071 -2.078  -0.318
C -4.235 0.949 -2.976  -0.353
C -3.194 0.081 -3.296  0.436
F -3.519 -1.173 -3.779  -0.326
C -1.838 0.382 -3.088  -0.316
C 1.579 0.373 -3.096  -0.321
H 4.994 0.731 -3.384  0.265
H 2.031 3.588 -2.099  0.236
H -0.115 2.987 -1.668  0.230
H -2.314 3.466 -1.716  0.234
H -5.274 0.685 -3.150  0.262
H -1.076 -0.312 -3.427  0.225
H 0.820 -0.385 -3.277  0.222
C -0.599 1.399 3.005  -0.415
N -1.004 0.224 2.248  -0.310
C -0.164 -0.623 1.591  0.487
H -0.068 1.432 -0.977  0.207
C 1.307 -0.745 1.768  -0.139
C 1.793 -1.711 2.694  -0.175
C 3.151 -1.858 2.927  -0.170
C 4.072 -1.091 2.188  0.066
N 5.467 -1.299 2.436  0.485
O 6.319 -0.649 1.798  -0.330
O 5.754 -2.157 3.314  -0.353
C 3.611 -0.152 1.237  -0.176
C 2.245 0.041 1.048  -0.130
N -0.943 -1.432 0.823  -0.291
C -0.469 -2.341 -0.210  -0.415
C -2.279 -1.324 1.243  0.098
C -2.317 -0.274 2.161  0.174
C -3.307 -0.192 3.134  -0.228
C -4.104 -1.336 3.303  -0.183
C -4.067 -2.389 2.375  -0.187
C -3.233 -2.335 1.249  -0.200
H -1.395 1.615 3.724  0.233
H 0.357 1.232 3.500  0.239
H -0.476 2.284 2.358  0.230
H 1.087 -2.339 3.245  0.237
H 3.531 -2.555 3.670  0.276
H 4.342 0.427 0.668  0.269
H 1.868 0.789 0.338  0.229
H -1.177 -3.175 -0.260  0.233
H -0.440 -1.858 -1.202  0.232
H 0.539 -2.693 0.017  0.240
H -3.427 0.725 3.711  0.239
H -4.770 -1.407 4.164  0.246
H -4.714 -3.254 2.529  0.246
H -3.305 -3.023 0.407  0.241

***

Molecular formula: C4H3FO2S
Method: DFT, ωB97M-V/def2-TZVPD

max |F|: 0.067 Eh/bohr
HOMO-LUMO gap: 9.14 eV
E_tot: -21841.680 eV
E_LUMO: -0.429 eV

Last column: natural (NBO) charge in e.
Element x y z (Å)
C -0.406 0.891 -0.358  0.134
C 0.456 0.071 0.669  -0.073
C -1.451 -0.225 -0.020  0.155
C 1.503 -0.705 -0.061  0.406
H 0.088 0.879 -1.390  0.212
H 0.773 0.678 1.519  0.235
H 1.268 -1.830 0.036  0.132
O -0.589 -0.899 0.871  -0.468
O 2.283 -0.310 -0.916  -0.490
F -0.936 2.010 0.093  -0.305
S -2.989 -0.561 -0.442  0.062

***

Molecular formula: H6O3Si6
Method: DFT, ωB97M-V/def2-TZVPD

max |F|: 0.039 Eh/bohr
HOMO-LUMO gap: 6.83 eV
E_tot: -53506.948 eV
E_LUMO: -1.009 eV

Last column: natural (NBO) charge in e.
Element x y z (Å)
O -1.073 -1.492 1.268  -1.298
O 0.208 1.544 -0.077  -1.274
O 2.165 -0.820 -0.680  -1.309
Si -2.184 -0.602 0.396  0.915
Si 0.093 -2.487 0.745  0.958
Si -0.705 0.536 -0.966  0.812
Si 1.421 1.675 1.059  0.753
Si 0.678 -1.374 -1.223  0.542
Si 2.986 0.468 -0.120  0.913
H -3.148 -0.262 1.436  -0.154
H -2.620 -1.783 -0.389  -0.206
H -1.275 1.460 -1.953  -0.154
H 1.815 3.086 0.842  -0.186
H 1.013 -1.612 -2.644  -0.138
H 0.626 1.663 2.306  -0.174